C38H54O8S2Se3Sn | wB97M-V/def2-TZVPD

Calculated values
* net charge: -2
* HOMO level: -2.490 eV
* energy: -280208.60488 eV
* frontier orbital gap: 0.2285 Ha
* LUMO: 0.13697 hartree

Structure (XYZ):
```
106
Properties=species:S:1:pos:R:3:forces:R:3
Sn 0.170 0.006 -2.467 -0.2 0.1 0.0
C 3.507 2.873 4.640 0.0 0.0 0.0
C 2.201 3.234 3.930 0.0 0.0 0.0
C 1.037 2.845 4.853 0.0 0.0 0.0
C 2.180 4.755 3.716 0.0 0.0 0.0
C 2.054 2.522 2.585 0.0 0.0 0.0
C 0.907 2.706 1.827 0.0 0.0 0.0
C 0.734 2.072 0.608 0.0 -0.1 0.0
Se -0.961 2.253 -0.290 0.0 0.0 0.0
C -1.815 0.866 0.731 0.1 0.0 0.0
C -2.456 1.198 1.910 0.0 0.0 0.0
C -2.964 0.218 2.754 0.0 0.0 0.0
C -2.760 -1.108 2.369 0.0 0.0 0.0
C -2.121 -1.488 1.194 -0.1 0.0 0.0
C -1.659 -0.476 0.304 -0.1 0.2 0.0
O -1.144 -0.770 -0.849 0.3 -0.2 0.0
C -1.854 -2.961 0.870 0.0 0.0 0.0
C -0.334 -3.186 0.828 0.0 0.0 0.0
C -2.436 -3.902 1.930 0.0 0.0 0.0
C -2.472 -3.360 -0.479 0.0 0.0 0.0
C -3.684 0.618 4.042 0.0 0.0 0.0
C -4.915 1.470 3.704 0.0 0.0 0.0
C -2.740 1.439 4.933 0.0 0.0 0.0
C -4.155 -0.595 4.846 0.0 0.0 0.0
C 1.728 1.222 0.069 -0.1 0.1 -0.1
O 1.623 0.683 -1.118 0.1 -0.2 0.1
C 2.900 1.007 0.847 0.0 0.1 0.0
C 3.023 1.665 2.065 0.0 0.0 0.0
C 3.997 0.067 0.334 0.0 0.0 0.0
C 3.434 -1.350 0.144 0.0 0.0 0.0
C 5.165 -0.037 1.322 0.0 0.0 0.0
C 4.562 0.583 -0.999 0.0 0.0 0.0
H 3.560 3.399 5.597 0.0 0.0 0.0
H 3.569 1.802 4.839 0.0 0.0 0.0
H 4.378 3.161 4.048 0.0 0.0 0.0
H 1.130 3.344 5.824 0.0 0.0 0.0
H 0.077 3.124 4.419 0.0 0.0 0.0
H 1.022 1.766 5.015 0.0 0.0 0.0
H 2.257 5.282 4.673 0.0 0.0 0.0
H 3.014 5.062 3.081 0.0 0.0 0.0
H 1.257 5.068 3.226 0.0 0.0 0.0
H 0.106 3.344 2.184 0.0 0.0 0.0
H -2.545 2.249 2.165 0.0 0.0 0.0
H -3.116 -1.890 3.023 0.0 0.0 0.0
H 0.106 -2.942 1.800 0.0 0.0 0.0
H -0.110 -4.229 0.588 0.0 0.0 0.0
H 0.133 -2.568 0.063 0.0 0.0 0.0
H -2.006 -3.722 2.919 0.0 0.0 0.0
H -3.524 -3.812 2.003 0.0 0.0 0.0
H -2.201 -4.930 1.648 0.0 0.0 0.0
H -1.981 -2.853 -1.305 0.0 0.0 0.0
H -2.356 -4.437 -0.635 0.0 0.0 0.0
H -3.539 -3.119 -0.496 0.0 0.0 0.0
H -4.632 2.367 3.152 0.0 0.0 0.0
H -5.611 0.904 3.082 0.0 0.0 0.0
H -5.435 1.780 4.618 0.0 0.0 0.0
H -2.397 2.338 4.419 0.0 0.0 0.0
H -3.244 1.745 5.856 0.0 0.0 0.0
H -1.856 0.854 5.195 0.0 0.0 0.0
H -4.854 -1.207 4.272 0.0 0.0 0.0
H -3.315 -1.226 5.144 0.0 0.0 0.0
H -4.664 -0.258 5.753 0.0 0.0 0.0
H 3.919 1.495 2.642 0.0 0.0 0.0
H 2.976 -1.708 1.071 0.0 0.0 0.0
H 2.689 -1.390 -0.644 0.0 0.0 0.0
H 4.246 -2.035 -0.122 0.0 0.0 0.0
H 4.845 -0.424 2.293 0.0 0.0 0.0
H 5.905 -0.729 0.914 0.0 0.0 0.0
H 5.658 0.927 1.477 0.0 0.0 0.0
H 3.805 0.581 -1.780 0.0 0.0 0.0
H 4.950 1.599 -0.879 0.0 0.0 0.0
H 5.387 -0.061 -1.322 0.0 0.0 0.0
C -2.189 3.088 -6.432 0.0 0.0 0.0
Se -1.846 2.313 -4.679 0.1 0.1 0.0
C -3.309 3.199 -3.731 0.0 0.0 0.1
C -4.513 2.303 -3.481 -0.1 0.0 0.0
Se -4.223 0.998 -2.050 0.0 0.0 0.0
C -3.638 -0.559 -3.066 0.0 0.0 0.0
H -2.022 4.164 -6.423 0.0 0.0 0.0
H -3.199 2.867 -6.774 0.0 0.0 0.0
H -1.475 2.617 -7.106 0.0 0.0 0.0
H -3.586 4.082 -4.312 0.0 0.0 0.0
H -2.896 3.536 -2.781 0.0 0.0 0.0
H -4.817 1.772 -4.383 0.0 0.0 0.0
H -5.362 2.903 -3.143 0.0 0.0 0.0
H -4.495 -1.148 -3.383 0.0 0.0 0.0
H -3.004 -1.129 -2.391 0.0 0.0 0.0
H -3.042 -0.244 -3.918 0.0 0.0 0.0
O 2.322 -0.116 -3.847 0.0 0.0 0.0
S 2.163 -0.703 -5.185 0.1 0.0 0.1
O 3.100 -0.152 -6.147 0.0 0.0 0.0
O 0.787 -0.758 -5.631 0.0 0.0 0.0
C 2.691 -2.432 -4.984 0.0 0.0 0.0
C 3.788 -2.796 -5.759 0.0 0.0 0.0
C 4.310 -4.080 -5.731 0.0 0.0 0.0
C 3.732 -5.033 -4.914 0.0 0.0 0.0
C 2.643 -4.687 -4.129 0.0 0.0 0.0
C 2.109 -3.402 -4.150 0.0 0.0 0.0
S 0.690 -3.184 -3.049 0.0 0.2 0.1
O 0.640 -4.400 -2.268 0.0 0.0 0.0
O 1.052 -2.019 -2.187 0.0 -0.1 -0.1
O -0.466 -2.906 -3.865 0.0 0.0 0.0
H 4.225 -2.033 -6.386 0.0 0.0 0.0
H 5.168 -4.324 -6.347 0.0 0.0 0.0
H 4.124 -6.043 -4.873 0.0 0.0 0.0
H 2.186 -5.410 -3.470 0.0 0.0 0.0
```
Forces are in eV/Å.

***

C4H40NO15 | wB97M-V/def2-TZVPD

Calculated values
* net charge: +1
* HOMO level: -13.054 eV
* energy: -36998.28709 eV
* frontier orbital gap: 0.3943 Ha
* LUMO: -0.08545 hartree

Structure (XYZ):
```
60
Properties=species:S:1:pos:R:3:forces:R:3
O -0.503 4.389 -2.170 -0.1 -0.1 -0.3
C 0.051 3.313 -2.910 -0.2 0.6 0.2
C -0.786 2.061 -2.719 0.3 0.2 -0.3
N -0.644 1.576 -1.317 0.1 0.0 -0.4
C 0.568 0.719 -1.113 -0.1 -0.3 0.5
C 0.230 -0.757 -1.224 0.1 0.2 -0.3
H -0.190 4.380 -1.261 0.1 0.0 0.3
H 0.025 3.630 -3.952 0.0 -0.2 -0.1
H 1.101 3.151 -2.648 0.0 -0.1 0.0
H -1.832 2.293 -2.904 0.0 0.0 0.0
H -0.458 1.279 -3.406 -0.1 -0.1 0.1
H -1.478 1.051 -1.054 -0.1 0.1 0.3
H -0.563 2.407 -0.666 0.0 -0.3 -0.1
H 1.339 0.989 -1.830 0.0 0.2 0.0
H 0.930 0.960 -0.117 0.1 0.0 0.0
H 1.126 -1.327 -0.982 -0.2 -0.1 0.0
H -0.583 -1.047 -0.562 0.1 0.1 0.1
H -0.065 -1.008 -2.245 0.0 -0.1 0.0
H 0.576 -1.643 2.178 0.0 0.4 0.3
H 1.482 -0.407 2.211 0.4 0.2 0.0
O 0.649 -0.738 2.579 -0.4 -0.7 -0.4
H -2.037 -2.906 -0.274 -0.2 -0.3 -0.1
H -2.195 -4.454 -0.061 -0.2 -0.1 0.0
O -1.554 -3.744 -0.096 0.4 0.3 -0.1
H 3.267 -0.147 0.612 0.1 -0.1 -0.4
H 3.758 -0.088 2.074 -0.2 0.1 0.0
O 3.021 0.172 1.505 0.2 0.0 0.3
H -3.156 -0.700 2.665 -0.3 0.1 0.0
H -4.719 -0.737 2.389 0.2 0.0 -0.1
O -3.862 -0.622 1.959 0.2 0.0 0.2
H 2.805 1.952 1.131 0.2 0.3 0.0
H 3.246 3.408 1.456 0.0 0.0 0.0
O 2.738 2.882 0.830 -0.1 -0.1 0.0
H 2.192 -3.105 -2.142 0.2 0.0 -0.2
H 3.277 -2.868 -3.240 -0.1 0.0 0.1
O 2.671 -2.406 -2.651 -0.1 -0.1 0.2
H -3.471 2.353 0.592 0.0 0.0 0.0
H -3.407 0.858 1.029 0.1 0.4 -0.1
O -2.903 1.575 0.577 -0.2 -0.3 0.1
H -3.695 -1.493 -1.064 -0.2 0.0 0.0
H -3.216 -1.200 0.402 -0.4 -0.1 -0.4
O -2.918 -1.427 -0.507 0.4 0.0 0.3
H -0.254 0.901 2.388 -0.2 0.3 0.0
H -1.561 1.571 1.859 0.2 0.1 0.2
O -0.764 1.737 2.402 -0.1 -0.2 -0.2
H -0.269 3.027 1.277 0.2 0.2 -0.1
H 1.071 3.407 0.615 -0.3 0.0 -0.1
O 0.094 3.497 0.489 0.2 -0.1 0.2
H 0.452 -4.308 -1.274 -0.1 0.0 0.0
H 1.536 -4.173 -0.233 0.0 0.0 0.0
O 1.413 -4.355 -1.177 -0.1 0.2 0.2
H -1.022 -0.723 3.405 -0.3 0.0 0.2
H -1.869 0.125 4.354 -0.1 -0.1 -0.1
O -1.926 -0.652 3.780 0.4 0.0 0.0
H 0.556 -3.941 2.270 0.0 0.0 0.1
H -0.366 -3.452 1.110 0.0 -0.2 -0.1
O 0.481 -3.283 1.572 0.2 0.1 0.0
H 4.578 -0.289 -1.298 -0.1 0.1 0.1
H 3.357 -1.193 -1.600 0.0 0.0 0.0
O 3.676 -0.471 -1.011 0.1 0.0 -0.1
```
Forces are in eV/Å.

***

C28H49BF9IN3O5S | wB97M-V/def2-TZVPD

Calculated values
* net charge: -1
* <S²>: 2.008
* 2S+1: 3
* HOMO level (alpha / beta): -4.140 / -4.140 eV
* energy: -88604.14193 eV
* frontier orbital gap (alpha / beta): 0.2227 / 0.2096 Ha
* LUMO (alpha / beta): 0.07053 / 0.05745 hartree

Structure (XYZ):
```
97
Properties=species:S:1:pos:R:3:forces:R:3
C 3.845 3.510 1.098 1.4 -0.9 0.3
C 5.127 2.940 1.165 -1.6 0.5 -0.9
C 5.607 1.892 0.190 0.2 -1.1 1.5
B 5.580 0.308 0.729 -0.9 0.5 -0.8
I 5.134 0.357 2.918 -0.1 -0.4 0.6
C 4.498 -0.519 -0.156 0.3 0.2 0.4
C 3.040 -0.136 0.041 -0.9 -1.1 -0.8
O 2.666 0.998 -0.747 0.4 0.0 0.1
C 2.157 -1.366 -0.397 -0.2 0.6 1.3
N 0.790 -1.027 -0.760 0.1 -0.8 -0.5
S 7.382 -0.281 0.482 0.2 2.2 -1.0
O 8.321 0.443 1.302 0.3 -0.7 1.5
O 7.708 -0.040 -0.910 -0.5 -1.1 -0.9
C 7.658 -2.129 0.663 0.5 0.7 1.0
F 6.872 -2.791 -0.161 -1.4 -0.7 -0.6
F 8.889 -2.332 0.216 1.3 0.2 -0.3
C 7.618 -2.747 2.101 -0.4 -0.8 -0.8
F 8.605 -3.654 2.162 0.6 -0.9 0.0
F 7.896 -1.879 3.038 -0.1 1.4 0.9
C 6.325 -3.536 2.449 0.6 -0.1 0.3
F 6.440 -4.748 1.900 0.2 -0.9 -0.3
F 5.224 -3.003 1.957 -0.7 0.9 -0.3
C 6.096 -3.761 3.966 -0.8 -0.2 -1.2
F 5.815 -2.673 4.596 0.0 1.9 0.9
F 5.022 -4.532 4.068 -0.8 -1.0 0.0
F 7.090 -4.374 4.541 1.4 -0.6 0.5
H 3.000 2.868 1.319 -0.3 -0.4 -1.8
H 3.661 4.530 0.789 0.1 0.7 1.7
H 5.842 3.266 1.911 0.8 1.2 -0.9
H 6.628 2.199 -0.052 0.1 0.0 0.2
H 5.063 1.960 -0.745 -0.3 0.0 0.1
H 4.560 -1.606 -0.061 0.1 0.0 0.2
H 4.723 -0.295 -1.205 0.1 -0.1 -0.1
H 2.762 0.055 1.082 0.3 0.1 0.1
H 1.919 1.398 -0.294 0.1 0.1 -0.2
H 2.086 -1.988 0.504 0.2 -0.2 -0.1
H 2.658 -1.973 -1.147 -0.2 0.2 -0.4
H 0.381 -0.375 -0.107 -0.1 0.1 -0.1
H 0.737 -0.676 -1.708 -0.1 0.3 0.2
C -3.884 1.609 -3.727 -0.1 0.0 -0.4
C -2.449 1.634 -3.143 -2.0 0.1 0.2
C -1.921 3.056 -2.913 0.3 0.4 -0.2
C -1.468 3.790 -4.169 0.1 -0.1 0.0
C -0.471 2.927 -4.943 0.0 0.3 0.5
C -1.034 1.539 -5.258 -0.4 0.2 -2.0
N -1.542 0.846 -4.032 1.4 1.3 1.1
O -0.531 0.460 -3.333 0.2 -0.9 0.0
C -2.125 1.711 -6.337 -0.4 0.1 0.1
C 0.032 0.689 -5.950 0.3 -0.3 0.4
C -2.625 1.014 -1.755 0.7 -0.4 0.1
H -3.939 1.489 -4.802 0.1 0.2 0.0
H -4.440 0.755 -3.337 0.1 0.0 0.2
H -4.435 2.516 -3.467 0.0 0.0 0.1
H -1.071 3.017 -2.225 0.0 -0.2 -0.1
H -2.679 3.646 -2.393 -0.1 -0.2 0.0
H -2.329 4.058 -4.789 0.0 -0.1 0.0
H -0.990 4.732 -3.892 0.0 0.0 0.0
H -0.196 3.433 -5.872 0.0 -0.2 -0.1
H 0.450 2.837 -4.359 -0.1 -0.1 0.1
H -2.643 0.770 -6.531 0.0 0.0 0.0
H -1.677 2.037 -7.276 0.2 -0.1 0.1
H -2.866 2.470 -6.094 0.0 -0.1 0.1
H 0.938 0.584 -5.355 -0.1 0.0 0.1
H 0.321 1.149 -6.895 -0.1 0.1 0.0
H -0.352 -0.309 -6.173 0.0 0.0 0.1
H -2.940 -0.028 -1.810 0.1 0.0 0.0
H -3.396 1.564 -1.212 -0.1 0.1 -0.2
H -1.717 1.063 -1.156 0.0 -0.1 -0.1
C -5.491 -3.106 2.769 -0.4 0.1 0.1
C -4.306 -2.113 2.663 -0.8 -1.8 0.2
C -3.715 -1.740 4.029 0.0 0.4 0.4
C -4.536 -0.743 4.839 0.0 0.0 -0.1
C -4.838 0.492 3.989 0.4 -0.3 0.3
C -5.516 0.129 2.666 -1.9 0.5 0.4
N -4.743 -0.902 1.905 1.7 0.7 1.1
O -3.698 -0.340 1.403 0.0 0.1 -0.9
C -6.956 -0.327 2.988 -0.1 -0.4 0.1
C -5.713 1.384 1.817 0.5 0.1 -0.4
C -3.232 -2.929 1.938 0.4 0.6 -0.4
H -6.474 -2.649 2.743 0.1 0.1 0.2
H -5.495 -3.788 1.917 0.2 0.0 0.0
H -5.429 -3.705 3.679 0.1 0.0 0.0
H -2.718 -1.314 3.886 0.0 0.1 -0.2
H -3.553 -2.648 4.615 -0.1 -0.1 -0.2
H -5.455 -1.209 5.205 0.0 0.0 -0.1
H -3.975 -0.441 5.726 0.0 0.0 0.0
H -5.476 1.176 4.554 -0.1 0.0 -0.2
H -3.905 1.031 3.799 0.0 -0.1 -0.1
H -7.461 -0.704 2.097 0.0 0.0 0.0
H -7.541 0.513 3.365 0.2 0.1 -0.1
H -7.011 -1.086 3.765 0.0 0.0 -0.1
H -4.779 1.905 1.612 0.1 -0.2 -0.1
H -6.364 2.088 2.336 0.0 -0.1 0.1
H -6.188 1.138 0.864 0.1 0.0 0.0
H -3.538 -3.189 0.925 0.0 0.1 0.0
H -3.065 -3.857 2.487 -0.2 0.0 0.1
H -2.275 -2.411 1.883 -0.1 0.1 -0.1
```
Forces are in eV/Å.

***

- Among the records above, which one has the lowest energy?
  C38H54O8S2Se3Sn

***

- What is the formula in the first record?
  C38H54O8S2Se3Sn

***

- What is the energy in the second record?
  -36998.28709 eV

***

- The highest net charge belongs to which entry?
  C4H40NO15